(1)
63
Properties=species:S:1:pos:R:3:forces:R:3:nbo_charge:R:1 method="wB97M-V/def2-TZVPD" lumo_energy_ev=-3.4 homo_energy_ev=-9.380 orbital_gap_ev=6.03 charge=+1 de_lowest_kj_mol=71.82 total_energy_ha=-1304.3708
C 4.084853 -3.911989 -0.230411 -0.09 0.04 0.34 -0.401
C 5.296434 -3.027694 -0.533150 0.12 -0.30 -0.38 -0.208
N 5.003362 -1.652879 -0.223646 -0.65 0.16 0.15 -0.383
C 6.005779 -0.615547 -0.091273 0.41 0.28 -0.03 -0.197
C 5.179984 0.673526 0.148255 0.65 0.58 0.19 -0.436
C 3.755626 0.245100 0.012318 -1.04 0.12 -0.12 -0.095
C 2.560985 0.922483 0.065055 0.16 -0.44 0.03 -0.127
C 1.315135 0.221822 -0.142671 0.22 -0.64 -0.28 -0.114
C 0.067303 0.863705 0.047806 0.69 -1.95 -0.69 0.063
C -1.168770 0.174552 0.112758 -0.50 -0.80 0.20 -0.118
C -2.389788 0.834730 -0.273281 -0.10 -0.36 0.22 -0.149
C -3.586907 0.164781 -0.200953 1.06 -0.04 0.03 -0.088
C -3.584408 -1.218124 0.060595 -0.10 -0.18 0.07 0.326
N -4.826594 -1.737030 -0.022438 0.43 0.06 -0.11 -0.391
C -5.115488 -3.124410 0.227078 -0.11 -0.26 0.38 -0.206
C -3.880366 -3.981593 -0.057739 0.12 0.05 -0.33 -0.400
C -2.573307 -3.428927 0.542476 0.08 -0.49 0.59 -0.425
C -2.430478 -1.949574 0.377908 0.24 0.82 -0.02 -0.123
C -1.266007 -1.207476 0.526866 -0.30 0.14 -0.64 -0.126
C -5.827559 -0.706449 -0.211876 -0.43 0.21 0.01 -0.196
C -5.001579 0.587638 -0.406843 -0.61 0.57 -0.36 -0.436
C 1.412358 -1.158535 -0.563690 0.48 -0.09 0.57 -0.114
C 2.594253 -1.882393 -0.500783 -0.47 0.75 -0.02 -0.127
C 3.753172 -1.144405 -0.223886 0.32 -0.26 -0.03 0.341
C 2.748441 -3.348932 -0.749963 -0.06 -0.48 -0.56 -0.425
H 4.258858 -4.901381 -0.663700 -0.04 0.13 0.14 0.231
H 4.010302 -4.034338 0.858114 0.04 0.00 -0.17 0.210
H 6.163922 -3.339339 0.066443 -0.23 0.00 -0.16 0.216
H 5.581051 -3.131428 -1.597832 -0.04 0.10 0.28 0.194
H 6.691112 -0.835364 0.740164 -0.17 0.01 -0.20 0.206
H 6.609437 -0.537177 -1.009930 -0.14 -0.09 0.21 0.199
H 5.388781 1.081920 1.144674 -0.05 0.00 -0.22 0.232
H 5.444841 1.436242 -0.593729 -0.06 -0.07 0.24 0.234
H 2.548233 1.985547 0.287432 -0.03 -0.28 -0.02 0.204
H 0.043359 1.980909 0.131358 -0.01 -1.04 -0.12 0.250
H -2.355552 1.837107 -0.695048 0.05 -0.24 0.25 0.214
H -5.438492 -3.269522 1.275007 0.03 0.08 -0.25 0.192
H -5.953130 -3.424536 -0.418014 0.20 -0.01 0.16 0.215
H -4.059120 -4.990632 0.323802 0.04 0.11 -0.12 0.230
H -3.756409 -4.058252 -1.145690 -0.05 0.00 0.16 0.210
H -2.522814 -3.684308 1.610420 0.00 -0.02 -0.14 0.222
H -1.726566 -3.932678 0.059614 -0.14 0.03 0.15 0.225
H -0.376499 -1.699493 0.923040 -0.31 0.18 -0.05 0.220
H -6.464817 -0.927447 -1.078931 0.13 -0.03 0.18 0.205
H -6.480838 -0.630799 0.671101 0.12 -0.07 -0.18 0.198
H -5.303684 1.346104 0.326206 0.09 -0.10 -0.23 0.231
H -5.158089 1.005640 -1.408664 -0.01 0.00 0.20 0.231
H 0.516006 -1.665533 -0.919386 0.25 0.17 0.08 0.222
H 2.664018 -3.550424 -1.828115 0.00 0.01 0.17 0.222
H 1.926968 -3.888715 -0.263912 0.12 0.03 -0.15 0.226
N -0.147705 3.386274 0.342645 -0.27 3.26 1.08 -0.526
C -1.358561 3.981713 0.361272 0.58 0.59 -0.24 0.074
C -1.536450 5.355410 0.320902 0.24 -0.34 0.19 -0.308
C -0.397510 6.186310 0.418520 0.03 -0.36 -0.15 0.236
N -0.519325 7.530044 0.421493 -0.02 0.56 -0.02 -0.767
C 0.869224 5.565592 0.521113 -0.14 -0.33 0.03 -0.308
C 0.935317 4.183340 0.475109 -0.85 0.34 -0.24 0.079
H -2.233126 3.334955 0.418737 0.29 0.17 -0.16 0.198
H -2.543613 5.766252 0.234215 0.33 -0.01 0.17 0.224
H 0.284799 8.133482 0.492927 -0.13 -0.20 -0.03 0.403
H -1.416489 7.979198 0.325004 0.17 -0.18 0.04 0.403
H 1.786092 6.146737 0.627264 -0.32 -0.07 -0.01 0.224
H 1.900017 3.686197 0.557862 -0.21 0.16 -0.11 0.186

=====

(2)
77
Properties=species:S:1:pos:R:3:forces:R:3:mulliken_charge:R:1 method="wB97M-V/def2-TZVPD" lumo_energy_ev="-3.0 / -4.1" multiplicity=5 homo_energy_ev="-9.827 / -10.625" orbital_gap_ev="6.84 / 6.49" s2=6.027 charge=+1 de_lowest_kj_mol=0.00 total_energy_ha=-4237.7911
Ru 1.690337 -1.089065 1.054930 -0.08 -0.06 -0.08 0.182
O 4.337160 -1.285916 1.345280 -0.01 -0.02 -0.02 -0.700
C 3.589351 -0.509765 0.790492 0.09 0.05 0.05 0.438
C 4.027019 0.679508 0.024040 0.01 -0.01 0.02 0.280
C 5.279793 1.263686 0.166999 -0.01 -0.02 0.00 -0.762
C 5.576988 2.382486 -0.592870 0.00 0.01 -0.01 -0.709
C 4.642568 2.893342 -1.490437 0.02 0.01 0.00 -0.694
C 3.401760 2.292009 -1.646549 -0.02 -0.01 0.01 -0.968
C 3.095675 1.178513 -0.877476 -0.03 0.02 -0.02 0.491
P 1.586051 0.174698 -0.928799 0.01 0.00 0.00 2.565
C 1.767856 -0.869946 -2.407645 0.08 -0.01 0.02 0.671
C 3.032967 -1.348303 -2.748733 -0.04 0.01 0.00 -0.780
C 3.182462 -2.246906 -3.793999 0.00 0.00 0.01 -0.730
C 2.071038 -2.681120 -4.503823 0.02 -0.01 -0.01 -0.690
C 0.810095 -2.209796 -4.169361 -0.03 0.01 0.00 -1.088
C 0.657294 -1.306849 -3.126379 -0.02 -0.02 0.02 -0.382
C 0.223641 1.300898 -1.311798 -0.01 0.01 -0.04 0.510
C 0.079967 1.786436 -2.615588 0.00 0.01 0.02 -0.700
C -0.908895 2.708137 -2.913484 0.00 -0.01 0.00 -0.943
C -1.760533 3.156877 -1.912337 -0.01 0.01 -0.03 -0.727
C -1.624545 2.680776 -0.618421 0.02 -0.03 0.08 -0.724
C -0.638763 1.750590 -0.314849 0.01 0.02 -0.04 -0.095
H 5.989217 0.852671 0.873065 0.00 0.00 0.00 0.549
H 6.537923 2.867385 -0.486033 0.00 0.00 0.00 0.432
H 4.887298 3.771479 -2.073246 0.00 0.00 0.00 0.454
H 2.683843 2.696250 -2.348244 0.00 0.00 0.00 0.495
H 3.909074 -1.015683 -2.204855 0.00 0.01 0.00 0.446
H 4.170180 -2.600513 -4.059553 0.00 0.00 0.00 0.479
H 2.189420 -3.375274 -5.325511 0.00 0.00 0.00 0.435
H -0.059306 -2.533748 -4.726526 0.00 0.00 0.00 0.473
H -0.333119 -0.935116 -2.891358 0.00 0.00 0.00 0.535
H 0.736025 1.435284 -3.402325 0.00 0.01 0.00 0.530
H -1.014476 3.075702 -3.925447 0.00 0.00 0.00 0.441
H -2.531207 3.879714 -2.146967 0.00 0.01 0.01 0.431
H -2.269779 3.023297 0.178165 -0.02 0.01 -0.03 0.646
H -0.549780 1.395035 0.703974 0.01 0.00 0.00 -0.039
S 1.652433 0.857718 2.322312 -0.01 0.02 -0.02 0.037
S 2.602350 0.726648 4.020076 0.01 0.02 0.02 -0.081
S 2.863045 -2.000221 4.380831 -0.02 -0.01 -0.01 -0.039
S 1.740139 -2.649673 2.934836 0.06 -0.02 0.04 0.000
N 3.581763 -3.883191 0.217260 0.03 0.00 -0.01 -0.280
C 2.375688 -3.812039 -0.357105 0.03 -0.01 -0.01 0.247
N 1.985895 -4.822329 -1.158974 -0.01 -0.01 0.02 -0.425
O 1.593158 -2.849084 -0.184934 -0.07 0.02 0.04 0.010
H 4.165937 -4.692994 0.114173 0.00 0.00 0.00 0.218
H 3.880373 -3.142312 0.838499 -0.01 -0.01 0.00 0.054
H 2.598842 -5.576533 -1.407762 0.00 0.00 -0.01 0.181
H 1.119665 -4.716177 -1.656155 0.01 0.00 0.00 0.214
C -4.763926 4.321114 3.012270 0.02 -0.02 -0.01 -1.214
C -5.185458 3.061180 2.264533 0.01 0.02 -0.01 -0.544
S -4.115108 1.716334 2.707013 0.05 0.01 -0.02 1.094
O -4.315344 1.376647 4.091886 -0.01 -0.02 0.00 -0.671
O -2.773563 2.022167 2.256496 0.02 0.00 0.03 -0.605
C -4.687191 0.344031 1.718254 0.02 0.00 0.01 -0.761
C -3.954934 -0.929442 2.141166 -0.05 -0.01 0.02 -1.324
N -2.685032 -1.133815 1.442721 0.02 -0.03 0.02 0.458
C -1.456661 -1.013915 1.993904 0.01 -0.09 -0.02 0.785
N -0.514924 -1.315447 1.094100 -0.09 0.20 0.01 0.702
C -1.151686 -1.645187 -0.062935 0.05 -0.10 0.03 -1.110
C -2.486140 -1.538402 0.134914 -0.02 0.03 0.01 -0.811
N -3.510904 -1.799369 -0.827447 0.04 0.02 0.00 1.063
O -4.672551 -1.673214 -0.482222 -0.04 0.01 0.02 -0.630
O -3.136771 -2.127045 -1.933753 0.00 -0.02 -0.03 -0.634
C -1.221649 -0.653034 3.415052 -0.02 0.02 -0.06 -1.365
H -5.422832 5.142432 2.737356 -0.02 -0.01 0.01 0.403
H -3.742894 4.601344 2.758550 0.01 -0.01 0.01 0.307
H -4.828474 4.167870 4.088047 0.00 0.02 0.00 0.347
H -5.104701 3.173407 1.181642 -0.01 0.01 0.01 0.365
H -6.198904 2.752597 2.521590 -0.01 -0.02 0.01 0.448
H -4.515376 0.595186 0.673557 -0.03 -0.04 -0.03 0.505
H -5.757789 0.228283 1.884244 0.01 0.01 0.05 0.644
H -4.589008 -1.792475 1.964388 0.01 0.02 -0.06 0.297
H -3.734625 -0.890136 3.206084 -0.02 -0.01 0.00 0.616
H -0.621518 -1.969646 -0.939550 -0.02 0.00 -0.02 1.108
H -1.816247 -1.282820 4.077809 0.00 0.00 0.00 0.564
H -1.486118 0.389186 3.593325 0.00 0.01 0.02 0.165
H -0.173556 -0.804417 3.649620 0.01 0.01 0.01 -0.088

=====

(3)
74
Properties=species:S:1:pos:R:3:forces:R:3:mulliken_charge:R:1 method="wB97M-V/def2-TZVPD" lumo_energy_ev="3.9 / 3.9" homo_energy_ev="-1.356 / -1.387" orbital_gap_ev="5.26 / 5.30" charge=-2 total_energy_ha=-5750.1851
Fe -0.114384 2.383838 0.411735 -0.27 -0.20 -0.21 2.794
O 1.806583 2.020437 4.376828 -0.08 0.00 -0.22 -0.835
C 1.757218 2.193524 3.152072 -0.06 -0.01 -0.09 -0.241
O 0.676974 2.164391 2.454754 0.03 0.35 0.26 -1.007
C 3.069138 2.217603 2.373599 -0.04 -0.19 -0.19 0.110
C 3.140323 0.845866 1.657589 0.05 0.18 -0.09 -0.468
C 4.548603 0.607026 1.080604 -0.03 0.09 -0.05 -0.859
C 4.515023 1.505960 -0.188786 -0.04 -0.05 0.13 -1.156
C 3.140474 2.170759 -0.032906 0.16 -0.10 0.11 -0.303
O 2.356806 1.076349 0.481056 -0.01 0.05 0.10 0.166
C 3.196366 3.162606 1.143976 0.00 -0.19 -0.03 0.161
C 2.145848 4.271526 1.084882 -0.15 0.03 -0.07 -0.217
O 2.413010 5.318397 1.689150 -0.17 -0.18 -0.21 -0.819
O 1.118092 4.021857 0.377919 -0.45 0.02 -0.13 -0.766
H 3.868001 2.350388 3.097223 0.12 0.00 0.01 0.423
H 2.734067 0.016372 2.235460 -0.07 0.00 -0.06 0.723
H 4.688072 -0.445701 0.824954 0.00 0.03 0.00 0.203
H 5.323278 0.895326 1.794749 0.00 -0.01 -0.04 0.403
H 4.542751 0.908021 -1.100572 0.00 -0.02 0.01 0.351
H 5.324328 2.237169 -0.221151 0.01 -0.02 0.00 0.426
H 2.682744 2.552016 -0.940121 -0.08 -0.01 0.02 0.621
H 4.160639 3.666296 1.169354 0.12 0.02 0.06 0.584
O -3.712700 4.229893 -0.540646 0.05 -0.02 0.05 -0.831
C -2.606875 3.725110 -0.770854 0.32 -0.04 -0.06 0.283
O -1.761956 3.409740 0.125667 0.13 -0.06 0.44 -0.993
C -2.230050 3.532049 -2.240061 -0.09 -0.01 -0.02 -0.049
C -2.947440 4.317178 -3.147814 0.03 -0.03 -0.05 -0.657
C -2.769719 4.228148 -4.518638 0.06 -0.04 0.09 -0.471
C -1.849302 3.306257 -5.011163 -0.01 -0.03 0.06 -0.464
C -1.127585 2.523287 -4.130182 -0.05 0.07 -0.06 -0.743
C -1.279169 2.621025 -2.733053 0.03 -0.13 0.01 0.624
S -0.274801 1.518535 -1.798758 0.33 0.46 0.56 -0.304
H -3.674269 5.000684 -2.727327 0.00 -0.04 0.02 0.409
H -3.343290 4.856695 -5.190497 0.00 0.01 -0.01 0.338
H -1.693863 3.200338 -6.080845 0.01 -0.01 0.01 0.329
H -0.407661 1.803506 -4.505094 0.00 0.04 0.00 0.365
C -2.659783 -2.013313 3.531192 0.00 0.11 -0.12 -0.965
N -2.642758 -0.913044 2.602098 -0.07 -0.12 0.09 0.046
C -3.518461 -0.859518 1.455835 0.10 -0.01 0.10 -0.430
C -2.852015 0.232580 0.602436 0.14 0.06 -0.12 0.027
O -3.296498 0.586421 -0.458441 0.03 0.02 0.12 -0.574
N -1.698456 0.654072 1.251133 0.29 0.14 -0.10 0.181
C -1.608941 -0.038138 2.382497 -0.11 0.07 -0.20 0.224
N -0.594159 0.080416 3.233017 -0.02 -0.13 0.21 -0.252
H -3.542954 -1.977043 4.174648 -0.01 0.01 0.01 0.289
H -1.777720 -1.994156 4.167157 0.02 0.00 0.00 0.322
H -2.665864 -2.970694 2.998473 0.00 -0.01 -0.01 0.280
H -4.538357 -0.572359 1.716754 -0.02 0.00 -0.01 0.322
H -3.535516 -1.803545 0.900989 0.01 -0.01 0.01 0.195
H -0.017329 0.957880 3.119246 -0.17 -0.03 -0.25 0.235
H -0.696190 -0.282880 4.163207 -0.06 -0.01 0.00 0.168
C 1.721918 -2.841576 -2.479438 -0.11 -0.05 -0.06 -1.356
As 1.325031 -1.510640 -1.073542 -0.03 -0.15 -0.11 0.564
C 1.985306 -2.636608 0.406422 -0.01 0.02 0.17 -1.285
C -0.618347 -1.904125 -0.824302 0.03 -0.17 -0.03 0.108
C -1.031230 -3.336571 -0.770652 0.09 0.09 0.02 0.321
C -1.076000 -4.031582 0.441550 0.00 0.05 0.02 -0.190
C -1.428739 -5.372582 0.494415 -0.01 -0.04 -0.07 -0.851
C -1.745861 -6.059674 -0.671157 -0.01 0.06 -0.01 -0.432
C -1.719367 -5.380761 -1.885197 0.01 -0.05 0.09 -0.643
C -1.370535 -4.039643 -1.930590 0.03 0.06 -0.01 -0.234
H 1.400340 -3.849749 -2.209234 0.01 0.01 -0.03 0.359
H 2.799713 -2.836413 -2.648045 0.01 -0.02 0.00 0.411
H 1.231542 -2.539238 -3.407911 0.03 -0.02 0.04 0.317
H 1.594165 -3.655139 0.358913 0.01 0.01 0.00 0.515
H 1.688615 -2.178827 1.356010 0.05 -0.04 -0.08 0.177
H 3.076811 -2.671409 0.369609 -0.04 0.03 -0.01 0.417
H -1.117630 -1.354711 -1.621964 -0.02 0.06 0.02 0.913
H -0.844645 -1.391391 0.108932 -0.05 0.06 0.00 -1.517
H -0.830176 -3.500666 1.356387 0.01 -0.01 -0.04 0.662
H -1.457453 -5.886257 1.448719 0.01 0.02 0.00 0.392
H -2.018946 -7.107870 -0.632571 0.00 0.02 -0.01 0.371
H -1.972451 -5.902067 -2.801346 -0.01 0.02 0.01 0.384
H -1.362301 -3.511616 -2.878318 0.01 -0.03 0.03 0.399